No. 1
The following is a DFT calculation (ωB97M-V/def2-TZVPD) of a molecular structure, C35H59BCl2GeN10S3SeV.

```
113
Properties=species:S:1:pos:R:3
V 1.4909 0.9203 0.1776
C -3.2645 2.8692 1.0419
C -2.8132 1.4959 1.3850
C -3.5243 0.6501 2.2027
C -3.0169 -0.6307 2.5234
N -1.8917 -1.0630 1.9829
N -1.2152 -0.2873 1.1689
B -0.0226 -0.7747 0.3006
N 0.5756 -2.1284 0.7455
N -0.2223 -3.1743 0.8503
C 0.2725 -4.3739 1.0644
C 1.6723 -4.5825 1.0503
C 2.5182 -3.5054 1.0309
C 3.9972 -3.6255 1.0943
C 1.9023 -2.2303 0.9255
S 2.8531 -0.8093 0.9538
C -0.6379 -5.5014 1.4720
C -2.0524 -5.3245 0.9248
C -0.1066 -6.8800 1.0695
C -0.6407 -5.3890 3.0125
N -0.6093 -0.9788 -1.1316
N -1.7640 -1.6001 -1.1732
C -2.3469 -1.8710 -2.3229
C -1.7072 -1.5162 -3.5334
C -0.5147 -0.8268 -3.5099
C 0.1789 -0.3443 -4.7280
C 0.0275 -0.5518 -2.2284
S 1.4956 0.3258 -2.0286
C -3.7033 -2.5260 -2.2807
C -4.7030 -1.7010 -3.1039
C -3.6049 -3.9441 -2.8644
C -4.1908 -2.5965 -0.8349
C -1.5951 0.9738 0.8929
S -0.5251 1.8991 -0.0784
C -3.7687 -1.4767 3.5148
C -5.2147 -1.7028 3.0462
C -3.7799 -0.7153 4.8532
C -3.0953 -2.8277 3.7212
H -4.0929 3.1714 1.6773
H -3.5975 2.9060 0.0035
H -2.4542 3.5907 1.1416
H -4.4619 0.9747 2.6223
H 2.0618 -5.5864 1.0695
H 4.2972 -4.6685 1.1345
H 4.3889 -3.1168 1.9757
H 4.4524 -3.1586 0.2192
H -2.0928 -5.6120 -0.1229
H -2.3596 -4.2867 1.0223
H -2.7410 -5.9582 1.4767
H 0.0713 -6.9327 -0.0018
H -0.8463 -7.6336 1.3259
H 0.8026 -7.1388 1.6065
H -0.9825 -4.4063 3.3238
H 0.3532 -5.5598 3.4189
H -1.3097 -6.1393 3.4223
H -2.1667 -1.7607 -4.4780
H -0.2667 -0.7611 -5.6249
H 1.2363 -0.6012 -4.6920
H 0.1017 0.7410 -4.7814
H -4.4632 -1.6955 -4.1617
H -4.7466 -0.6757 -2.7443
H -5.6907 -2.1392 -2.9929
H -3.2562 -3.9399 -3.8929
H -4.5924 -4.3967 -2.8494
H -2.9370 -4.5628 -2.2713
H -4.2987 -1.5957 -0.4233
H -3.4847 -3.1504 -0.2262
H -5.1548 -3.0940 -0.8047
H -5.7682 -0.7759 2.9269
H -5.7276 -2.2927 3.8011
H -5.2423 -2.2501 2.1073
H -4.3356 0.2149 4.7880
H -2.7677 -0.4997 5.1880
H -4.2607 -1.3349 5.6046
H -3.0387 -3.3631 2.7792
H -3.6765 -3.4218 4.4211
H -2.0966 -2.6939 4.1282
Cl 1.0412 1.2340 2.7113
C 1.5357 2.9065 2.9507
Cl 1.9638 3.5635 1.3713
H 2.4113 2.9349 3.6038
H 0.7003 3.4725 3.3662
C 1.7430 7.8153 0.1048
Ge 2.5885 7.6100 -1.6779
C 2.1469 8.9334 -3.0769
C 4.5081 7.1055 -1.5623
C 1.4303 5.8872 -2.5011
Se 2.1104 4.2233 -2.0167
C 3.1772 3.8735 -3.5950
H 2.2882 8.5924 0.6370
H 1.7828 6.9079 0.7022
H 0.7087 8.1361 0.0152
H 2.6282 9.8644 -2.7803
H 1.0756 9.1053 -3.1486
H 2.5316 8.6496 -4.0533
H 4.9675 7.7980 -0.8588
H 5.0095 7.2305 -2.5181
H 4.6791 6.0947 -1.1981
H 1.4470 6.0316 -3.5766
H 0.4531 6.0794 -2.0695
H 3.8478 4.7101 -3.7801
H 2.5003 3.7473 -4.4366
H 3.7498 2.9633 -3.4385
N 7.0530 0.2705 -0.2654
C 6.8186 1.5732 -0.1409
N 7.8164 2.4202 0.0401
N 5.5830 2.0827 -0.1930
C 4.4228 1.6407 -0.2419
N 3.2599 1.4510 -0.2625
H 7.9924 -0.0988 -0.2273
H 6.3065 -0.3834 -0.4350
H 8.7722 2.0994 0.0970
H 7.6428 3.4082 0.1479
```

## Properties
- total charge = +4
- 2S+1 = 2
- Kohn-Sham gap (spin up / spin down) (eV) = 6.299 / 5.874
- expectation value of S² = 0.75
- E_tot (Ha) = -9477.51161
- HOMO energy (spin up / spin down) (eV) = -17.91 / -17.93

Mulliken population analysis, charges in e, atoms 1 to 99: -0.06, -1.81, -0.08, -0.50, -0.09, -0.88, 0.96, 1.39, 0.12, -0.21, -0.08, -0.70, 0.51, -1.96, 0.84, -0.29, 2.30, -0.69, -2.12, -1.70, 0.19, -0.09, -0.10, -0.62, 0.44, -1.86, 0.55, -0.37, 2.24, -1.80, -1.57, -1.79, 0.82, -0.45, 2.24, -1.55, -1.84, -2.06, 0.47, 0.35, 0.39, 0.61, 0.45, 0.41, 0.44, 0.33, 0.27, -0.59, 0.48, 0.45, 0.42, 0.48, 0.24, 0.43, 0.49, 0.57, 0.43, 0.44, 0.34, 0.41, 0.37, 0.46, 0.40, 0.47, 0.24, 0.32, -0.05, 0.72, 0.42, 0.50, 0.22, 0.40, 0.40, 0.48, 0.34, 0.51, 0.40, 0.01, -0.54, 0.01, 0.43, 0.39, -1.00, 0.52, -1.10, -1.08, -1.17, 0.32, -1.08, 0.41, 0.26, 0.39, 0.43, 0.38, 0.39, 0.42, 0.37, 0.30, 0.51

No. 2
The following is a DFT calculation (ωB97M-V/def2-TZVPD) of 4 unconnected molecules or ions with the total composition C35H59Cl6FN3O6S.

```
111
Properties=species:S:1:pos:R:3
C 4.2616 0.6698 0.6701
C 3.5069 0.3703 -0.2210
C 2.5692 -0.0345 -1.2823
O 2.1541 1.0441 -2.0969
C 1.3789 2.0059 -1.4295
C 0.5385 2.7713 -2.4562
C -0.8947 2.3626 -2.8091
C -1.9905 2.9701 -1.9197
C -3.3875 2.8323 -2.5863
C -4.3216 1.8401 -1.8946
O -5.5284 2.4892 -1.5409
C -6.3355 1.7414 -0.6478
C -6.4846 2.4277 0.6915
O 2.2741 2.9970 -0.8913
C 3.4234 3.3159 -1.6538
C 3.9917 4.6803 -1.1958
C 2.8532 5.6371 -0.8294
C 4.9766 4.5523 -0.0221
C 6.2344 3.7354 -0.3952
C 4.3513 4.0686 1.2911
C 0.6661 1.5271 -0.1474
N 0.5601 0.0379 0.1815
C 1.0546 -0.2634 1.5948
C 0.7392 0.7316 2.7122
N 1.2365 0.5662 3.8531
S -1.2361 -0.2113 0.2534
O -1.6852 0.6465 1.2784
O -1.7668 -0.0856 -1.0403
F -1.3673 -1.6409 0.7722
C 1.3542 -0.8837 -0.7920
C 0.6219 -1.1798 -2.1442
C -0.3635 -2.3599 -2.2357
C 0.2883 -3.6147 -2.8226
O -0.4621 -4.7209 -2.3490
C 1.8905 -2.2199 -0.2520
C 1.1045 -3.1929 0.3567
C 1.6510 -4.3781 0.8124
N 2.9351 -4.6768 0.7129
C 3.6942 -3.7824 0.1088
C 3.2302 -2.5736 -0.3817
H 4.9701 0.7994 1.4548
H 3.1279 -0.6486 -1.9823
H 0.5237 3.8261 -2.1886
H 1.1232 2.7292 -3.3769
H -1.0813 2.8285 -3.7812
H -1.0664 1.3044 -3.0040
H -2.0729 2.4596 -0.9585
H -1.7769 4.0278 -1.7727
H -3.2225 2.4502 -3.5950
H -3.8802 3.7959 -2.6786
H -3.8751 1.4082 -0.9916
H -4.5563 0.9985 -2.5591
H -7.3209 1.5988 -1.0958
H -5.9327 0.7379 -0.4720
H -6.8201 3.4576 0.5880
H -7.2266 1.8938 1.2878
H -5.5611 2.4262 1.2730
H 3.2316 3.4000 -2.7255
H 4.2187 2.5791 -1.5316
H 4.5315 5.1132 -2.0394
H 3.2470 6.6444 -0.6914
H 2.3661 5.3501 0.0975
H 2.1186 5.6733 -1.6346
H 5.3386 5.5648 0.1772
H 7.1472 4.2861 -0.1862
H 6.2183 3.4624 -1.4517
H 6.2780 2.7915 0.1507
H 3.8534 4.8715 1.8310
H 3.6330 3.2614 1.1446
H 5.1386 3.6746 1.9353
H 1.1489 2.0497 0.6723
H -0.3292 1.9619 -0.1960
H 2.1306 -0.4016 1.5977
H 0.6183 -1.2059 1.9147
H 0.1149 1.6009 2.5418
H 1.8189 -0.2760 3.8917
H 0.1107 -0.2944 -2.5047
H 1.3981 -1.3672 -2.8840
H -1.1449 -2.0700 -2.9367
H -0.8559 -2.6587 -1.3198
H 0.2291 -3.5846 -3.9137
H 1.3437 -3.6858 -2.5396
H -0.3099 -5.4848 -2.9107
H 0.0473 -3.0820 0.4755
H 1.0090 -5.1042 1.2965
H 4.7459 -4.0160 0.0130
H 3.9652 -1.9472 -0.8581
Cl 0.4651 -7.0236 5.8616
C -0.3090 -5.5055 5.3486
C -1.2679 -5.7097 4.2042
Cl -0.4173 -6.1642 2.6980
H 0.4785 -4.8039 5.0813
H -0.8481 -5.1118 6.2085
H -1.8010 -4.7817 4.0056
H -1.9954 -6.4875 4.4188
Cl -10.0652 0.8756 0.0658
C -11.1491 0.5162 -1.3041
C -10.5031 0.8232 -2.6300
Cl -10.2580 2.5708 -2.8716
H -12.0631 1.0864 -1.1623
H -11.3905 -0.5439 -1.2514
H -11.1450 0.4747 -3.4372
H -9.5355 0.3359 -2.7199
Cl 6.3294 -5.9666 3.5945
C 4.9270 -5.9418 4.6932
C 3.7567 -5.2104 4.0929
Cl 4.0747 -3.4546 3.9389
H 5.2429 -5.4907 5.6301
H 4.6466 -6.9766 4.8812
H 2.8845 -5.3245 4.7350
H 3.5130 -5.5881 3.1022
```

## Properties
- total charge = +1
- Kohn-Sham gap (eV) = 8.288
- E_tot (Ha) = -5243.49278
- HOMO energy (eV) = -11.34

Mulliken population analysis, charges in e, atoms 1 to 99: -0.70, -0.70, -0.54, -0.42, 1.14, -1.33, -1.26, -0.09, -1.06, -0.21, -0.45, 0.17, -1.12, 0.22, -0.60, 0.09, -1.70, 0.69, -1.47, -1.51, -1.59, 1.46, -0.84, -0.50, -0.69, 1.09, -0.62, -0.34, -0.26, 2.21, -1.33, -0.98, -0.89, -0.52, -0.11, 0.60, -0.64, -0.47, -1.01, -0.49, 0.62, 1.29, 0.28, 0.49, 0.79, 0.24, 0.20, 0.55, 0.38, 0.40, 0.18, 0.24, 0.01, 0.23, 0.29, 0.35, 0.27, 0.35, 0.02, 0.60, 0.49, 0.28, 0.35, 0.59, 0.37, 0.35, 0.25, 0.35, 0.10, 0.48, -0.04, 0.56, 0.76, 0.63, 0.50, 0.27, -0.69, 1.02, 0.76, 0.31, 0.48, 0.21, 0.36, 0.42, -0.20, 0.45, 0.57, -0.17, -0.38, -0.40, -0.19, 0.21, 0.35, 0.24, 0.38, -0.15, -0.44, -0.53, -0.17

total charge of number 1 (C35H59BCl2GeN10S3SeV)?
+4